[1]
Entry from OMol25: 2 unconnected molecules or ions with the total composition C5H11O3 (ωB97M-V/def2-TZVPD).

```
! wB97M-V def2-TZVPD RIJCOSX def2/J DEFGRID3
* xyz -1 1
O 2.405 0.812 1.431
C 2.331 -0.389 1.029
C 1.355 -1.013 0.295
C 0.331 -0.299 -0.573
C -1.104 -0.758 -0.289
C -1.986 -0.529 -1.521
O -1.706 -1.451 -2.556
H 3.131 -1.086 1.388
H 1.406 -2.066 0.020
H -2.369 -2.143 -2.586
H 0.551 -0.343 -1.637
H 0.454 0.764 -0.317
H -1.079 -1.833 -0.090
H -1.469 -0.257 0.567
H -3.051 -0.608 -1.245
H -1.874 0.516 -1.825
H -0.906 2.156 1.877
H 0.046 3.161 2.419
O -0.834 3.108 2.011
*
```

Results
- relative energy (zero: lowest compared OMol25 entry of this formula, charge and spin) (kJ/mol) = 254.6
- gap between HOMO and LUMO (eV) = 5.49

[2]
Entry from OMol25: C2H8N2O in the gas phase (ωB97M-V/def2-TZVPD).

```
! wB97M-V def2-TZVPD RIJCOSX def2/J DEFGRID3
* xyz 0 1
C 0.386 0.125 -0.300
C -1.213 -0.229 -0.616
N 0.954 -0.886 0.589
N 0.505 1.457 0.211
O -1.978 -0.262 0.532
H -1.026 -0.504 0.950
H 0.849 0.112 -1.301
H 0.021 1.535 1.099
H 1.467 1.761 0.289
H 0.866 -1.818 0.198
H 1.931 -0.700 0.787
H -1.213 -1.178 -1.175
H -1.549 0.587 -1.263
*
```

Results
- structure (SMILES) = NC(N)CO
- relative energy (zero: lowest compared OMol25 entry of this formula, charge and spin) (kJ/mol) = 209.7
- gap between HOMO and LUMO (eV) = 10.45

So what do the calculations give for E_tot? Going down the list: -422.81671; -265.70328 hartree.